(a)
{"formula": "H22O11", "method": "ωB97M-V/def2-TZVPD", "symbols": ["O", "O", "O", "O", "O", "O", "O", "O", "O", "O", "O", "H", "H", "H", "H", "H", "H", "H", "H", "H", "H", "H", "H", "H", "H", "H", "H", "H", "H", "H", "H", "H", "H"], "positions_angstrom": [[8.024, -18.363, 3.057], [7.934, -15.952, 1.906], [4.974, -16.926, 1.102], [6.443, -13.099, 2.679], [1.737, -16.044, -0.264], [2.301, -19.062, 1.596], [6.082, -17.548, -1.889], [4.910, -19.038, 3.126], [4.408, -14.201, 1.172], [3.737, -18.635, -0.688], [7.585, -18.646, 0.212], [6.330, -17.788, -0.983], [7.865, -16.889, 2.203], [3.012, -18.846, 0.987], [4.288, -13.957, 0.255], [7.541, -18.936, 1.094], [0.874, -16.405, -0.318], [3.904, -13.502, 1.593], [6.700, -13.950, 3.091], [8.386, -18.349, 3.994], [2.210, -16.199, 0.496], [4.928, -18.927, 4.094], [5.882, -16.966, 1.407], [4.338, -17.987, -0.355], [4.089, -18.753, -1.548], [8.323, -15.694, 2.781], [8.342, -19.063, -0.202], [7.115, -18.638, 3.117], [4.643, -18.205, 2.799], [5.655, -18.305, -2.325], [5.770, -13.426, 2.066], [4.873, -15.987, 1.023], [2.829, -19.690, 2.097]], "mulliken_charge": [-0.721, -0.588, -0.522, -0.643, -0.594, -0.603, -0.605, -0.680, -0.757, -0.684, -0.569, 0.351, 0.411, 0.329, 0.304, 0.292, 0.296, 0.324, 0.280, 0.297, 0.299, 0.328, 0.206, 0.410, 0.283, 0.266, 0.262, 0.359, 0.339, 0.255, 0.464, 0.273, 0.337], "homo_ev": -10.5, "charge": 0, "homo_lumo_gap_ha": 0.3747, "spin_multiplicity": 1}


(b)
{"formula": "H22O11", "method": "ωB97M-V/def2-TZVPD", "symbols": ["O", "O", "O", "O", "O", "O", "O", "O", "O", "O", "O", "H", "H", "H", "H", "H", "H", "H", "H", "H", "H", "H", "H", "H", "H", "H", "H", "H", "H", "H", "H", "H", "H"], "positions_angstrom": [[-0.476, -0.011, -1.108], [1.931, -4.459, -1.965], [0.293, 0.682, -2.875], [2.353, 2.398, 2.219], [-0.827, 2.887, 1.009], [-0.772, -3.142, -1.729], [-3.769, -1.993, 0.936], [-1.156, -0.826, 2.977], [-1.094, 3.722, -1.291], [2.989, 0.057, -1.627], [0.514, 0.820, 3.448], [-0.588, -3.345, -2.654], [-0.009, 0.493, 2.707], [-0.078, -2.520, -1.483], [2.391, 0.795, -1.789], [0.129, 1.681, 3.645], [2.955, -0.456, -2.442], [-3.488, -2.803, 0.495], [-0.193, 3.475, -1.527], [-1.708, -1.151, 2.256], [-3.153, -1.901, 1.672], [0.035, 1.206, -3.642], [-1.197, 2.475, 1.798], [1.142, -4.796, -1.526], [0.126, 2.846, 1.148], [2.868, 3.154, 2.523], [1.452, 2.735, 2.164], [-1.571, 2.885, -1.271], [-0.520, 0.652, -0.410], [-0.420, -0.848, -0.633], [-1.069, -1.585, 3.565], [2.372, -3.937, -1.286], [0.641, -0.133, -3.254]], "mulliken_charge": [-0.446, -0.653, -0.446, -0.524, -0.493, -0.612, -0.596, -0.561, -0.630, -0.631, -0.633, 0.319, 0.341, 0.290, 0.335, 0.281, 0.285, 0.329, 0.286, 0.284, 0.275, 0.203, 0.262, 0.331, 0.230, 0.290, 0.256, 0.303, 0.217, 0.261, 0.273, 0.318, 0.255], "homo_ev": -10.7, "charge": 0, "homo_lumo_gap_ha": 0.3864, "spin_multiplicity": 1}


(c)
{"formula": "H22O11", "method": "ωB97M-V/def2-TZVPD", "symbols": ["O", "O", "O", "O", "O", "O", "O", "O", "O", "O", "O", "H", "H", "H", "H", "H", "H", "H", "H", "H", "H", "H", "H", "H", "H", "H", "H", "H", "H", "H", "H", "H", "H"], "positions_angstrom": [[1.397, -0.080, 2.620], [0.325, -2.709, -1.924], [0.926, 2.963, 0.098], [2.779, 0.961, 0.009], [1.739, -0.187, -2.351], [-1.592, 0.363, -2.018], [0.134, -0.162, 0.072], [-3.586, -0.093, -0.127], [-1.596, -0.670, 2.228], [-1.738, 1.980, 1.039], [1.328, -2.863, 0.747], [2.485, -0.790, -2.196], [-0.253, 0.117, -0.754], [-2.080, -1.404, 1.811], [-2.077, -0.339, 2.960], [3.380, 1.210, -0.700], [1.223, -0.219, 1.652], [-4.121, -0.789, 0.181], [-2.934, -0.079, 0.599], [-2.260, 2.426, 0.359], [0.759, -2.310, 0.159], [-2.358, 0.262, -1.536], [1.338, 0.867, 2.641], [-1.405, 1.306, -2.128], [-0.643, -2.518, -1.871], [1.085, 3.572, -0.639], [1.782, -3.545, 0.259], [1.633, 2.370, 0.095], [3.307, 0.300, 0.447], [1.567, 0.139, -1.457], [-0.811, 1.999, 0.729], [0.705, -1.865, -1.795], [-0.437, -0.213, 0.791]], "mulliken_charge": [-0.669, -0.659, -0.626, -0.621, -0.691, -0.653, 0.152, -0.683, -0.566, -0.581, -0.675, 0.285, 0.065, 0.271, 0.233, 0.292, 0.146, 0.299, 0.357, 0.297, 0.311, 0.363, 0.366, 0.261, 0.345, 0.289, 0.313, 0.362, 0.269, 0.338, 0.241, 0.300, 0.267], "homo_ev": -10.6, "charge": 0, "homo_lumo_gap_ha": 0.3901, "spin_multiplicity": 1}


(d)
{"formula": "H22O11", "method": "ωB97M-V/def2-TZVPD", "symbols": ["O", "O", "O", "O", "O", "O", "O", "O", "O", "O", "O", "H", "H", "H", "H", "H", "H", "H", "H", "H", "H", "H", "H", "H", "H", "H", "H", "H", "H", "H", "H", "H", "H"], "positions_angstrom": [[2.471, -2.181, -0.442], [3.902, -0.380, 1.338], [-3.309, 0.113, 0.972], [-2.018, -1.575, 2.982], [1.485, 2.672, 0.961], [-1.852, 1.458, -1.028], [-0.131, -0.541, -3.702], [2.378, 2.002, -2.502], [0.641, 0.149, -0.077], [-2.451, -1.180, -2.129], [0.717, -0.772, 2.901], [-2.292, -0.327, -1.679], [-2.530, -1.434, 3.788], [-1.726, 2.353, -0.683], [1.081, 2.790, 1.828], [-1.212, -1.029, 3.082], [-0.056, 0.053, 0.588], [-2.462, 1.026, -0.374], [0.839, -1.598, 3.396], [1.836, -1.440, -0.317], [-2.749, -0.664, 1.157], [1.151, -0.088, 3.434], [4.126, -0.961, 0.598], [3.013, -0.649, 1.586], [2.099, -2.715, -1.153], [1.402, 1.706, 0.756], [-4.203, -0.192, 1.167], [0.182, 0.497, -0.862], [-3.059, -0.971, -2.851], [-0.622, 0.253, -3.940], [-0.721, -1.017, -3.069], [2.656, 2.653, -3.157], [1.415, 1.989, -2.566]], "mulliken_charge": [-0.649, -0.613, -0.654, -0.652, -0.638, -0.703, -0.641, -0.579, -0.401, -0.688, -0.716, 0.441, 0.330, 0.305, 0.277, 0.398, 0.276, 0.311, 0.335, 0.345, 0.342, 0.317, 0.334, 0.283, 0.286, 0.330, 0.294, 0.186, 0.325, 0.283, 0.374, 0.288, 0.272], "homo_ev": -10.5, "charge": 0, "homo_lumo_gap_ha": 0.3780, "spin_multiplicity": 1}


Taking the most stable structure as the zero point, the relative energies in kcal/mol are (a) 19.8; (b) 76.6; (c) 11.8; (d) 0.0.


(a)
{"formula": "H22O11", "method": "ωB97M-V/def2-TZVPD", "symbols": ["O", "O", "O", "O", "O", "O", "O", "O", "O", "O", "O", "H", "H", "H", "H", "H", "H", "H", "H", "H", "H", "H", "H", "H", "H", "H", "H", "H", "H", "H", "H", "H", "H"], "positions_angstrom": [[1.136, -0.124, 2.773], [-2.058, 2.162, 0.114], [-1.672, 0.823, -2.775], [1.345, 3.651, 0.280], [-2.267, -1.827, -0.989], [1.598, 1.531, -2.368], [2.756, 1.213, 0.797], [-2.118, -0.831, 2.049], [-0.075, -0.034, -0.152], [0.215, -2.661, 1.597], [0.534, -3.085, -1.169], [0.237, -1.774, 1.973], [0.289, -2.920, -0.244], [-1.206, -0.008, -2.904], [-0.444, -3.123, 2.125], [1.726, 0.918, -3.100], [-2.814, 1.854, -0.397], [-1.221, 1.450, -3.352], [2.305, 0.722, 1.507], [1.300, 2.687, 0.340], [1.756, -0.675, 3.269], [0.694, -0.522, 0.159], [-1.601, -0.171, 1.570], [0.795, -4.006, -1.244], [-1.457, 1.406, 0.124], [0.437, 0.087, 3.404], [3.334, 0.571, 0.372], [0.429, 3.947, 0.316], [-1.722, -1.979, -1.765], [0.257, 0.507, -0.886], [2.339, 2.144, -2.426], [-2.947, -0.877, 1.561], [-1.881, -1.057, -0.556]], "mulliken_charge": [-0.681, -0.647, -0.556, -0.657, -0.665, -0.555, -0.604, -0.642, 0.042, -0.704, -0.626, 0.297, 0.439, 0.259, 0.332, 0.287, 0.326, 0.301, 0.332, 0.292, 0.307, 0.036, 0.217, 0.281, 0.312, 0.290, 0.304, 0.334, 0.292, 0.216, 0.268, 0.332, 0.242], "homo_ev": -10.6, "charge": 0, "homo_lumo_gap_ha": 0.3906, "spin_multiplicity": 1}


(b)
{"formula": "H22O11", "method": "ωB97M-V/def2-TZVPD", "symbols": ["O", "O", "O", "O", "O", "O", "O", "O", "O", "O", "O", "H", "H", "H", "H", "H", "H", "H", "H", "H", "H", "H", "H", "H", "H", "H", "H", "H", "H", "H", "H", "H", "H"], "positions_angstrom": [[0.994, 3.353, 1.104], [-4.495, -1.288, 0.377], [-2.025, 2.665, -4.288], [0.633, 0.427, 4.422], [3.352, -3.196, 0.162], [0.011, -3.019, 2.194], [4.764, 3.080, 0.013], [-0.643, -0.087, -0.597], [-0.838, -5.431, -1.414], [2.837, 0.054, -2.365], [-5.048, 2.284, -0.770], [3.392, -0.685, -2.119], [1.280, 0.753, 3.797], [0.884, 0.823, 5.257], [-5.296, 2.663, 0.073], [-1.389, -4.660, -1.281], [-4.328, 2.834, -1.078], [2.825, 0.038, -3.322], [-0.721, -2.426, 2.025], [0.109, -0.346, -1.129], [-5.010, -0.500, 0.208], [4.067, -2.794, 0.655], [2.587, -3.105, 0.730], [3.972, 2.585, -0.196], [0.185, 3.404, 1.613], [-3.727, -1.199, -0.187], [-0.333, -5.509, -0.605], [-1.410, 1.990, -4.001], [1.636, 3.835, 1.625], [-2.730, 2.181, -4.717], [-0.382, 0.745, -0.202], [0.230, -2.873, 3.115], [4.617, 3.405, 0.901]], "mulliken_charge": [-0.593, -0.645, -0.639, -0.630, -0.642, -0.612, -0.625, -0.651, -0.636, -0.635, -0.627, 0.328, 0.315, 0.316, 0.320, 0.313, 0.312, 0.312, 0.317, 0.330, 0.323, 0.310, 0.322, 0.319, 0.312, 0.313, 0.323, 0.318, 0.287, 0.323, 0.312, 0.308, 0.303], "homo_ev": -11.2, "charge": 0, "homo_lumo_gap_ha": 0.4028, "spin_multiplicity": 1}


Taking the most stable structure as the zero point, the relative energies in kcal/mol are (a) 0.0; (b) 25.5.


(a)
{"formula": "H22O11", "method": "ωB97M-V/def2-TZVPD", "symbols": ["O", "O", "O", "O", "O", "O", "O", "O", "O", "O", "O", "H", "H", "H", "H", "H", "H", "H", "H", "H", "H", "H", "H", "H", "H", "H", "H", "H", "H", "H", "H", "H", "H"], "positions_angstrom": [[-0.337, -2.222, 1.811], [0.945, 2.488, -3.837], [1.540, 0.809, 0.486], [-3.222, -0.150, 1.564], [2.295, -0.442, 2.575], [2.632, 3.235, -0.414], [2.849, 0.351, -2.032], [-1.382, 0.277, -0.921], [-0.931, -4.789, 0.986], [-2.835, -1.917, -3.238], [-1.510, 2.274, 3.192], [-2.350, 0.249, 1.683], [2.009, 0.605, -1.626], [3.147, -0.441, 2.136], [1.515, 1.735, -3.637], [-2.222, -2.443, -2.752], [2.563, 4.115, -0.788], [0.623, 0.590, 0.319], [0.536, -1.984, 2.108], [1.837, 1.691, 0.231], [-1.248, 3.120, 3.571], [0.897, 2.893, -2.969], [2.515, -0.009, -2.862], [-1.427, -0.363, -0.210], [-2.456, 2.477, 3.168], [-1.130, -4.895, 1.917], [-2.331, -1.738, -4.038], [1.698, -0.514, 1.832], [-0.590, -2.958, 1.261], [3.349, 2.777, -0.853], [-1.730, -4.336, 0.681], [-2.133, 0.415, -1.489], [-3.118, -0.900, 2.143]], "mulliken_charge": [-0.609, -0.602, -0.646, -0.612, -0.612, -0.679, -0.593, -0.611, -0.711, -0.621, -0.589, 0.292, 0.320, 0.301, 0.310, 0.301, 0.291, 0.363, 0.283, 0.293, 0.288, 0.307, 0.301, 0.283, 0.308, 0.352, 0.321, 0.311, 0.362, 0.335, 0.346, 0.300, 0.320], "homo_ev": -10.6, "charge": 0, "homo_lumo_gap_ha": 0.3916, "spin_multiplicity": 1}


(b)
{"formula": "H22O11", "method": "ωB97M-V/def2-TZVPD", "symbols": ["O", "O", "O", "O", "O", "O", "O", "O", "O", "O", "O", "H", "H", "H", "H", "H", "H", "H", "H", "H", "H", "H", "H", "H", "H", "H", "H", "H", "H", "H", "H", "H", "H"], "positions_angstrom": [[-1.702, -3.185, -0.525], [2.359, -1.893, -1.789], [4.936, -0.702, 0.480], [1.282, 1.416, -2.119], [0.298, -0.441, -0.474], [-1.508, 2.417, -2.010], [2.094, -0.773, 1.676], [-1.849, 2.013, 1.506], [0.596, 3.480, 1.314], [-4.453, -1.302, -0.454], [-1.183, -1.345, 2.532], [-2.549, -2.724, -0.504], [4.037, -0.810, 0.150], [0.214, 2.640, 1.035], [-0.300, -1.662, 2.314], [-0.389, -0.944, -0.022], [-1.062, -2.490, -0.714], [-1.238, -1.442, 3.489], [0.408, 1.679, -1.810], [0.113, 4.138, 0.800], [1.713, -0.387, 2.472], [5.284, 0.041, -0.026], [-1.963, 1.573, -2.110], [-2.679, 2.449, 1.730], [2.486, -0.023, 1.215], [1.945, -2.070, -0.936], [-1.069, 2.548, -2.858], [-2.023, 1.600, 0.652], [-4.188, -2.062, 0.076], [-0.144, 0.373, -0.739], [1.609, 0.829, -1.428], [-4.225, -1.554, -1.356], [3.150, -1.390, -1.566]], "mulliken_charge": [-0.573, -0.599, -0.620, -0.613, -0.331, -0.683, -0.579, -0.569, -0.605, -0.631, -0.565, 0.253, 0.235, 0.285, 0.302, 0.177, 0.260, 0.268, 0.350, 0.314, 0.295, 0.340, 0.333, 0.289, 0.282, 0.330, 0.321, 0.284, 0.343, 0.088, 0.407, 0.330, 0.284], "homo_ev": -11.0, "charge": 0, "homo_lumo_gap_ha": 0.3911, "spin_multiplicity": 1}


(c)
{"formula": "H22O11", "method": "ωB97M-V/def2-TZVPD", "symbols": ["O", "O", "O", "O", "O", "O", "O", "O", "O", "O", "O", "H", "H", "H", "H", "H", "H", "H", "H", "H", "H", "H", "H", "H", "H", "H", "H", "H", "H", "H", "H", "H", "H"], "positions_angstrom": [[-5.097, -0.502, 2.119], [-4.966, 1.653, -0.208], [4.445, 0.822, 0.234], [2.802, -3.812, -0.012], [-2.342, 3.630, -0.840], [3.349, 1.318, -3.925], [0.278, 2.038, 2.413], [0.007, 2.406, -0.151], [0.105, -4.138, -0.378], [0.067, -1.670, -0.954], [0.679, -1.000, 1.955], [3.816, 0.241, -0.207], [-0.120, -1.451, 1.660], [-0.248, 1.534, 3.043], [-2.020, 3.712, 0.065], [-5.678, 1.686, 0.440], [1.395, -1.503, 1.550], [0.827, -3.556, -0.116], [3.338, -4.425, 0.503], [-0.806, -1.274, -0.854], [-4.479, 0.853, 0.019], [-4.538, -0.561, 1.336], [0.494, -1.129, -1.627], [4.188, 1.602, -3.545], [3.004, 2.111, -4.351], [5.226, 0.272, 0.358], [-4.606, 0.075, 2.715], [-0.428, 1.779, -0.741], [-0.604, 2.494, 0.589], [-2.148, 2.717, -1.077], [0.485, 1.403, 1.718], [3.442, -3.198, -0.388], [0.133, -4.126, -1.342]], "mulliken_charge": [-0.613, -0.577, -0.610, -0.594, -0.533, -0.640, -0.648, -0.618, -0.612, -0.477, -0.583, 0.295, 0.290, 0.308, 0.351, 0.345, 0.280, 0.278, 0.292, 0.246, 0.252, 0.268, 0.268, 0.324, 0.318, 0.313, 0.335, 0.283, 0.256, 0.247, 0.354, 0.293, 0.309], "homo_ev": -10.5, "charge": 0, "homo_lumo_gap_ha": 0.3630, "spin_multiplicity": 1}


(d)
{"formula": "H22O11", "method": "ωB97M-V/def2-TZVPD", "symbols": ["O", "O", "O", "O", "O", "O", "O", "O", "O", "O", "O", "H", "H", "H", "H", "H", "H", "H", "H", "H", "H", "H", "H", "H", "H", "H", "H", "H", "H", "H", "H", "H", "H"], "positions_angstrom": [[-11.572, -12.431, -20.488], [-9.685, -12.990, -16.197], [-11.291, -15.034, -21.529], [-5.411, -11.593, -20.429], [-9.466, -12.837, -18.944], [-11.848, -10.333, -17.217], [-10.564, -10.129, -19.636], [-12.709, -13.021, -18.134], [-7.378, -11.003, -18.396], [-6.788, -13.914, -19.173], [-8.403, -10.883, -21.366], [-7.715, -13.734, -19.103], [-11.280, -10.337, -18.030], [-5.580, -11.454, -21.359], [-7.946, -10.247, -18.199], [-10.981, -10.860, -20.124], [-12.086, -12.733, -19.690], [-7.254, -11.546, -17.645], [-9.056, -12.003, -19.109], [-13.647, -12.965, -18.337], [-10.186, -12.905, -19.637], [-10.977, -15.287, -20.693], [-11.165, -9.480, -19.953], [-7.758, -10.304, -21.770], [-9.114, -10.324, -21.073], [-9.874, -12.886, -17.172], [-10.432, -12.626, -15.753], [-12.614, -13.463, -17.285], [-12.426, -11.044, -17.432], [-11.879, -15.753, -21.756], [-6.663, -14.813, -19.474], [-6.277, -11.496, -19.985], [-11.685, -13.173, -21.122]], "mulliken_charge": [-0.762, -0.651, -0.619, -0.635, -0.669, -0.678, -0.725, -0.665, -0.636, -0.569, -0.569, 0.358, 0.442, 0.285, 0.269, 0.313, 0.436, 0.272, 0.211, 0.287, 0.463, 0.309, 0.335, 0.295, 0.320, 0.408, 0.311, 0.285, 0.316, 0.307, 0.256, 0.377, 0.323], "homo_ev": -9.7, "charge": 0, "homo_lumo_gap_ha": 0.3425, "spin_multiplicity": 1}


Taking the most stable structure as the zero point, the relative energies in kcal/mol are (a) 30.3; (b) 36.6; (c) 42.2; (d) 0.0.